[1]
{
  "formula": "C18H57AsF6N15O9",
  "method": "ωB97M-V/def2-TZVPD",
  "e_homo_ev": -6.585,
  "fmax_ev_per_a": 10.37,
  "total_charge": -1,
  "e_tot_ev": -137519.1320,
  "species": ["As", "F", "F", "F", "F", "F", "F", "C", "O", "N", "N", "H", "H", "H", "H", "C", "O", "N", "N", "H", "H", "H", "H", "C", "O", "N", "N", "H", "H", "H", "H", "C", "O", "N", "N", "H", "H", "H", "H", "C", "O", "N", "N", "H", "H", "H", "H", "C", "O", "N", "N", "H", "H", "H", "H", "C", "C", "C", "O", "C", "N", "H", "H", "H", "H", "H", "H", "H", "H", "H", "H", "H", "C", "C", "C", "O", "C", "N", "H", "H", "H", "H", "H", "H", "H", "H", "H", "H", "H", "C", "C", "C", "O", "C", "N", "H", "H", "H", "H", "H", "H", "H", "H", "H", "H", "H"],
  "coordinates": [[-24.713, -13.620, 2.755], [-23.082, -14.179, 3.054], [-24.101, -11.957, 2.814], [-26.452, -13.040, 2.527], [-25.159, -15.306, 2.539], [-24.924, -13.634, 4.556], [-24.422, -13.547, 0.957], [-27.816, -13.950, 7.135], [-28.416, -13.397, 6.300], [-28.216, -14.078, 8.389], [-26.646, -14.561, 6.974], [-27.545, -14.444, 9.050], [-29.136, -13.762, 8.659], [-26.139, -14.503, 6.102], [-26.190, -14.881, 7.816], [-24.999, -17.301, -0.664], [-23.916, -17.591, -0.964], [-25.226, -16.254, -0.010], [-26.081, -17.886, -0.820], [-24.434, -15.639, 0.114], [-26.110, -16.040, 0.430], [-26.127, -18.870, -1.042], [-26.906, -17.304, -0.799], [-24.081, -17.176, 5.717], [-23.762, -18.283, 5.947], [-23.442, -16.090, 6.132], [-25.205, -16.803, 5.070], [-22.625, -16.267, 6.699], [-23.655, -15.283, 5.563], [-25.259, -15.964, 4.512], [-25.858, -17.543, 4.852], [-28.632, -10.201, 0.825], [-27.828, -9.437, 0.378], [-28.442, -11.159, 1.674], [-29.844, -10.134, 0.394], [-29.017, -11.973, 1.510], [-27.445, -11.284, 1.780], [-30.580, -10.619, 0.887], [-30.216, -9.577, -0.362], [-29.877, -14.130, 2.878], [-30.059, -13.867, 1.726], [-30.721, -13.924, 3.836], [-28.662, -14.362, 3.322], [-31.658, -13.653, 3.575], [-30.452, -14.267, 4.748], [-27.859, -14.291, 2.713], [-28.473, -14.303, 4.312], [-20.661, -14.177, -0.847], [-20.692, -13.884, -1.988], [-21.636, -14.197, 0.006], [-19.641, -14.847, -0.448], [-21.456, -14.517, 0.947], [-22.567, -13.833, -0.139], [-19.816, -15.171, 0.493], [-18.732, -14.744, -0.875], [-29.554, -19.928, 6.132], [-28.227, -19.659, 5.446], [-28.363, -18.556, 4.345], [-27.042, -18.355, 3.853], [-27.006, -17.926, 2.529], [-27.334, -19.241, 6.483], [-30.167, -19.066, 6.396], [-29.435, -20.668, 6.923], [-30.155, -20.376, 5.341], [-27.832, -20.551, 4.961], [-28.742, -17.661, 4.838], [-29.102, -18.969, 3.658], [-27.454, -16.934, 2.585], [-27.632, -18.532, 1.873], [-25.967, -17.890, 2.202], [-26.423, -19.265, 6.048], [-27.453, -18.244, 6.592], [-21.320, -17.399, 2.618], [-19.768, -17.033, 2.718], [-18.785, -17.883, 1.873], [-18.422, -19.247, 2.221], [-17.217, -19.159, 2.959], [-19.668, -15.612, 2.505], [-22.022, -16.762, 3.156], [-21.673, -18.424, 2.732], [-21.500, -17.311, 1.547], [-19.538, -17.133, 3.779], [-17.869, -17.315, 1.712], [-19.227, -17.848, 0.877], [-17.356, -18.471, 3.794], [-16.296, -18.830, 2.478], [-17.128, -20.122, 3.462], [-20.202, -15.137, 3.218], [-18.761, -15.490, 2.934], [-27.306, -4.545, 2.061], [-25.966, -5.311, 1.709], [-26.146, -6.861, 1.523], [-24.877, -7.450, 1.337], [-24.786, -8.837, 1.573], [-25.298, -4.587, 0.662], [-27.737, -5.002, 2.951], [-28.031, -4.690, 1.260], [-27.180, -3.544, 2.475], [-25.374, -5.347, 2.623], [-26.686, -7.105, 0.609], [-26.607, -7.295, 2.410], [-25.037, -9.203, 2.568], [-23.760, -9.170, 1.420], [-25.478, -9.444, 0.989], [-24.338, -4.861, 0.507], [-25.751, -4.709, -0.233]],
  "atomic_forces_ev_per_a": [[0.5, 1.9, -1.2], [-0.3, 0.0, -0.2], [-1.0, -1.3, 0.2], [2.6, -0.9, 0.3], [-0.5, 1.1, 0.6], [-0.4, -0.3, -1.5], [-0.5, -0.2, 1.9], [2.2, -1.5, 1.7], [-3.1, 2.2, -4.1], [-1.3, -0.1, 2.9], [2.0, -0.9, -0.4], [-0.8, 0.2, 0.2], [0.5, 0.0, 0.1], [0.0, 0.1, 0.3], [0.4, -0.2, -0.8], [2.0, 1.2, 0.8], [6.2, -2.9, -2.4], [-0.1, 7.8, 3.9], [-8.0, -6.1, -2.4], [-0.5, 0.2, 0.3], [0.6, 0.2, 0.0], [-0.2, 0.4, -0.3], [-0.1, -0.9, -0.1], [-1.6, 2.4, -1.0], [0.9, -4.2, 1.1], [1.5, 1.4, 0.9], [-1.6, -0.5, -0.7], [0.1, 0.6, -0.6], [0.8, 0.5, 0.7], [0.1, -0.3, 0.2], [0.2, 0.2, -0.5], [0.5, 1.6, -1.7], [3.0, 1.8, -0.5], [1.7, -2.3, 2.5], [-6.7, -0.2, -1.4], [0.3, -0.5, 0.4], [-0.1, -0.7, 0.5], [0.2, -0.1, -0.1], [1.0, 0.2, 0.3], [2.5, 1.4, -0.4], [-1.5, 0.3, -3.7], [-3.4, -0.1, 2.6], [2.9, -1.8, 1.2], [0.2, -0.3, 0.4], [-0.7, 0.4, 0.1], [-0.5, 0.1, 0.0], [0.2, 0.2, -0.1], [-0.3, -1.0, -1.8], [-1.2, 3.2, -4.9], [-3.7, 0.7, 3.3], [4.0, -2.5, 3.3], [-0.2, 0.2, -0.1], [0.4, 0.1, -0.3], [1.7, -0.4, 0.2], [-0.5, -0.1, 0.2], [-0.8, -1.0, -1.8], [-1.0, 1.4, 0.2], [0.5, -1.6, 1.5], [-1.1, -1.6, 0.3], [-0.3, 1.0, -0.1], [1.6, 0.2, 0.0], [0.6, 0.3, 0.5], [-0.1, 0.4, 0.1], [-0.5, -0.5, 0.1], [-0.1, -0.1, 0.1], [-0.1, 0.4, -0.2], [0.2, 0.4, -0.8], [0.2, 0.5, -0.8], [0.2, -0.3, -0.1], [-0.2, 0.0, -0.1], [0.8, -0.2, 0.4], [-0.3, 0.4, 0.5], [1.1, -0.5, -1.8], [-2.6, -2.4, 2.8], [-0.7, 0.6, -1.4], [0.0, 2.2, -0.2], [-0.8, -0.7, 1.7], [1.3, 0.6, -0.3], [0.5, 0.3, 0.1], [0.7, -0.2, 0.8], [-0.5, 0.6, -0.3], [0.4, -0.9, 0.3], [0.2, 0.2, 0.4], [-0.1, -0.7, -0.2], [0.0, 0.3, 0.2], [-0.2, -0.3, -0.8], [0.5, -0.2, -0.3], [-0.9, 0.0, -0.1], [0.9, 1.0, -0.6], [0.7, -1.8, 0.8], [-1.0, -0.5, 1.1], [0.0, 0.5, -0.9], [0.9, 0.3, 0.5], [-0.2, -0.9, 0.0], [0.5, 0.3, -0.4], [-0.2, -0.7, -0.1], [0.0, 0.6, -0.1], [0.4, 0.3, -1.1], [0.5, 0.8, 0.0], [-0.8, 0.1, 0.2], [-0.4, 0.1, 0.0], [0.0, 0.8, 0.7], [0.0, 0.3, -0.3], [0.1, 0.3, -0.7], [0.1, -0.3, 0.3], [-0.3, -0.1, -0.1]]
}


[2]
{
  "formula": "C18H57N3O12",
  "method": "ωB97M-V/def2-TZVPD",
  "e_homo_ev": -8.813,
  "fmax_ev_per_a": 2.31,
  "total_charge": 0,
  "e_tot_ev": -48626.4679,
  "smiles": "COCCNCCOC.COCCNCCOC.COCCNCCOC.O.O.O.O.O.O",
  "species": ["C", "O", "C", "C", "N", "C", "C", "O", "C", "H", "H", "H", "H", "H", "H", "H", "H", "H", "H", "H", "H", "H", "H", "H", "C", "O", "C", "C", "N", "C", "C", "O", "C", "H", "H", "H", "H", "H", "H", "H", "H", "H", "H", "H", "H", "H", "H", "H", "C", "O", "C", "C", "N", "C", "C", "O", "C", "H", "H", "H", "H", "H", "H", "H", "H", "H", "H", "H", "H", "H", "H", "H", "O", "H", "H", "O", "H", "H", "O", "H", "H", "O", "H", "H", "O", "H", "H", "O", "H", "H"],
  "coordinates": [[3.431, -1.612, 7.088], [3.465, -0.943, 8.339], [2.729, 0.256, 8.308], [2.386, 0.723, 9.737], [1.495, 1.893, 9.638], [1.172, 2.336, 11.002], [0.014, 3.310, 10.978], [0.363, 4.385, 10.160], [-0.658, 5.336, 9.900], [2.424, -1.674, 6.675], [3.968, -2.554, 7.169], [4.050, -1.043, 6.382], [1.826, 0.235, 7.693], [3.347, 1.043, 7.853], [3.297, 0.940, 10.304], [1.787, -0.051, 10.219], [2.020, 2.625, 9.171], [2.047, 2.761, 11.509], [0.938, 1.477, 11.634], [-0.221, 3.663, 11.989], [-0.847, 2.744, 10.604], [-0.913, 5.851, 10.833], [-1.580, 4.821, 9.620], [-0.322, 6.067, 9.172], [-3.466, 2.070, 15.563], [-2.163, 1.573, 15.830], [-1.373, 1.616, 14.655], [0.110, 1.434, 14.995], [0.634, 2.631, 15.688], [1.686, 2.239, 16.637], [1.065, 1.663, 17.918], [0.210, 2.684, 18.439], [-0.155, 2.485, 19.803], [-4.089, 1.779, 16.410], [-3.866, 1.641, 14.644], [-3.509, 3.162, 15.576], [-1.459, 2.649, 14.283], [-1.681, 1.018, 13.792], [0.614, 1.482, 14.029], [0.089, 0.472, 15.513], [-0.073, 2.904, 16.370], [2.378, 3.048, 16.887], [2.355, 1.542, 16.122], [1.819, 1.325, 18.631], [0.475, 0.784, 17.641], [0.575, 2.953, 20.471], [-0.226, 1.439, 20.097], [-1.059, 3.056, 20.008], [-3.848, 7.141, 8.478], [-3.263, 8.257, 9.102], [-4.128, 8.946, 9.967], [-3.395, 10.036, 10.714], [-2.545, 9.657, 11.841], [-1.399, 8.813, 11.420], [-0.723, 8.200, 12.642], [-1.589, 7.181, 13.134], [-0.967, 6.259, 14.000], [-4.938, 7.254, 8.466], [-3.700, 6.255, 9.107], [-3.477, 6.980, 7.469], [-4.517, 8.247, 10.721], [-4.917, 9.406, 9.360], [-4.103, 10.777, 11.085], [-2.804, 10.518, 9.928], [-2.988, 8.926, 12.398], [-0.689, 9.331, 10.776], [-1.709, 7.916, 10.877], [-0.471, 8.870, 13.472], [0.244, 7.748, 12.393], [-0.518, 6.768, 14.860], [-0.281, 5.507, 13.611], [-1.765, 5.700, 14.496], [2.586, 7.070, 16.000], [1.698, 7.161, 16.365], [2.465, 6.612, 15.158], [2.583, 5.689, 10.782], [1.867, 5.121, 10.403], [2.567, 5.514, 11.732], [2.102, 4.832, 13.641], [1.690, 4.049, 14.036], [2.987, 4.531, 13.373], [4.400, 3.242, 12.924], [5.222, 2.913, 13.306], [3.865, 2.453, 12.774], [0.868, 5.225, 17.373], [1.513, 5.176, 16.659], [0.673, 4.299, 17.587], [5.392, 5.135, 11.014], [4.669, 5.700, 10.704], [4.949, 4.395, 11.444]],
  "atomic_forces_ev_per_a": [[1.1, 0.8, -0.2], [-0.7, -0.5, 0.0], [0.6, 1.0, 0.6], [-0.8, -0.1, -1.2], [0.5, -0.5, 0.8], [0.3, 0.2, -0.3], [0.0, -0.5, 0.6], [0.1, 0.1, -1.0], [-0.5, -0.3, 1.1], [-0.1, -0.4, 0.2], [-0.5, -0.2, 0.3], [-0.2, 0.1, -0.2], [-0.2, -0.5, 0.2], [0.1, 0.1, -0.1], [0.1, -0.2, 0.1], [0.3, -0.2, 0.2], [-0.2, 0.2, 0.0], [0.1, 0.4, -0.1], [-0.4, -0.2, -0.3], [0.0, 0.0, 0.1], [-0.2, 0.3, -0.2], [0.1, 0.2, 0.0], [0.1, 0.0, -0.5], [0.1, -0.2, -0.1], [-0.1, -0.2, 1.0], [0.0, -0.6, -0.7], [0.7, 2.2, 0.0], [-1.5, 0.8, -0.7], [-0.2, -0.7, 1.1], [0.9, -0.5, -0.1], [0.2, 0.0, -0.6], [0.2, -0.8, 0.3], [0.4, 0.9, 0.4], [0.0, -0.3, -0.1], [-0.1, 0.1, -0.1], [0.3, 0.1, -0.5], [0.0, 0.1, -0.2], [-0.3, -0.7, 0.5], [0.2, -1.0, 0.0], [1.0, 0.0, 0.1], [-0.6, 0.5, -0.7], [-0.4, 0.4, 0.0], [-0.2, -0.4, 0.3], [0.1, 0.3, 0.1], [-0.2, 0.0, 0.2], [0.4, -0.1, -0.2], [-0.3, -0.1, -0.3], [-0.3, -0.4, -0.3], [-0.8, -0.2, 0.9], [0.8, 0.1, -0.7], [-0.2, -0.2, 0.5], [0.3, 0.3, -0.2], [0.9, -1.3, -0.5], [0.5, -0.2, 0.5], [0.7, -0.2, 0.3], [0.1, -0.5, -0.4], [-0.9, 0.1, 1.5], [0.0, 0.1, -0.4], [0.3, -0.2, -0.2], [0.2, 0.2, 0.1], [-0.5, 0.0, -0.2], [-0.3, -0.1, 0.2], [-0.2, -0.1, -0.1], [0.3, 0.3, 0.4], [-0.9, 0.7, 0.3], [0.0, 0.3, 0.2], [-0.2, 0.2, -0.3], [-0.4, 0.4, -0.2], [-0.1, -0.1, -0.5], [0.5, 0.2, -0.2], [0.2, 0.5, -0.7], [-0.2, -0.1, -0.3], [0.0, -0.1, -0.1], [0.0, 0.1, 0.0], [0.0, 0.0, -0.1], [0.0, -0.2, -0.2], [0.5, 0.5, 0.5], [-0.4, 0.1, -0.2], [0.3, 0.0, -0.1], [-0.2, 0.0, 0.3], [-0.1, -0.1, 0.4], [-0.1, -0.4, 0.1], [0.0, 0.2, 0.0], [0.0, 0.0, -0.1], [-0.1, -0.2, -0.1], [0.1, 0.1, 0.1], [-0.1, 0.4, 0.3], [0.2, 0.1, -0.1], [0.0, -0.2, 0.0], [0.0, 0.1, -0.1]]
}


Calculated energy relative to the best compared isomer or geometry (same formula, charge and spin) (kcal per mole), listed in the same order as above: 136.4; 28.4